(1)
Formula: H4NP3
Source: OMol25
Level of theory: ωB97M-V with the def2-TZVPD basis set

Summary:
orbital gap (alpha / beta) = 6.01 / 5.99 eV
E_HOMO (alpha / beta) = -8.662 / -8.638 eV
largest force on an atom = 0.0841 hartree/bohr

Structure (ORCA input):
```
! RIJCOSX wB97M-V def2-TZVPD def2/J DEFGRID3
* xyz 0 1
N 2.388 -0.212 -0.732
P -0.021 -1.046 0.904
P 1.280 0.481 0.088
P -1.457 -0.779 -0.682
H 1.735 1.139 1.382
H 0.492 1.715 -0.644
H -2.525 -1.741 -0.190
H -1.892 0.443 -0.127
*
```

In elementary charge units, the natural (NBO) charges are: -0.8681 0.1065 0.8289 0.0157 -0.0697 -0.0517 0.0349 0.0035

(2)
Formula: C2H6I2N3
Source: OMol25
Level of theory: ωB97M-V with the def2-TZVPD basis set

Summary:
orbital gap = 8.90 eV
E_HOMO = -13.129 eV
largest force on an atom = 0.0923 hartree/bohr

Structure (ORCA input):
```
! RIJCOSX wB97M-V def2-TZVPD def2/J DEFGRID3
* xyz 1 1
C 0.127 0.069 -0.274
C -1.427 -1.834 -0.690
N 1.393 0.420 -0.167
N -0.182 -1.167 -0.695
N -0.736 0.928 0.203
I -2.651 -0.818 -2.209
I -1.232 -3.909 -1.041
H -2.144 -1.827 0.792
H 2.089 -0.293 -0.391
H 1.807 1.357 0.104
H 0.449 -1.827 -1.109
H -0.452 1.853 0.589
H -1.647 0.561 0.031
*
```

In elementary charge units, the natural (NBO) charges are: 0.6812 -0.4688 -0.7600 -0.6915 -0.7428 0.2039 0.3111 0.2751 0.4206 0.4474 0.4402 0.4530 0.4308

(3)
Formula: C3H8N2O
Source: OMol25
Level of theory: ωB97M-V with the def2-TZVPD basis set

Summary:
orbital gap = 9.56 eV
E_HOMO = -9.035 eV
largest force on an atom = 0.0318 hartree/bohr
SMILES string = [H]/N=C/N.C=CO

Structure (ORCA input):
```
! RIJCOSX wB97M-V def2-TZVPD def2/J DEFGRID3
* xyz 0 1
C 2.931 0.508 -0.165
C 1.747 0.973 0.200
O 1.575 1.680 1.373
H 2.989 0.015 -1.126
H 3.804 0.492 0.472
H 0.840 0.801 -0.367
H 0.888 2.338 1.258
N -1.825 0.052 -0.616
C -1.823 -1.256 -0.195
N -2.482 -2.172 -0.779
H -2.573 0.324 -1.230
H -1.626 0.699 0.127
H -1.190 -1.443 0.680
H -2.874 -2.861 -0.147
*
```

In elementary charge units, the natural (NBO) charges are: -0.4892 0.1201 -0.7008 0.2081 0.2113 0.1717 0.4752 -0.8179 0.3067 -0.7612 0.3963 0.3793 0.1402 0.3603

(4)
Formula: CH3PSi
Source: OMol25
Level of theory: ωB97M-V with the def2-TZVPD basis set

Summary:
orbital gap = 7.98 eV
E_HOMO = -8.412 eV
largest force on an atom = 0.0330 hartree/bohr
SMILES string = C1=P#[Si]1.[H][H]

Structure (ORCA input):
```
! RIJCOSX wB97M-V def2-TZVPD def2/J DEFGRID3
* xyz 0 1
C 0.386 -2.914 0.077
Si 1.120 -1.504 1.027
P 2.027 -3.189 -0.275
H -0.443 -3.643 -0.192
H 1.116 1.293 -1.781
H 1.784 1.056 -1.637
*
```

In elementary charge units, the natural (NBO) charges are: -1.1459 0.6565 0.2502 0.2388 0.0019 -0.0015

(5)
Formula: C4H4Cl2N2O4RuTl
Source: OMol25
Level of theory: ωB97M-V with the def2-TZVPD basis set

Summary:
orbital gap (alpha / beta) = 7.94 / 4.98 eV
E_HOMO (alpha / beta) = -24.552 / -25.310 eV
largest force on an atom = 0.1982 hartree/bohr

Structure (ORCA input):
```
! RIJCOSX wB97M-V def2-TZVPD def2/J DEFGRID3
* xyz 4 6
Tl -0.094 -0.542 -3.344
Ru -0.757 0.624 0.505
Cl -1.432 -1.184 -0.852
Cl -2.311 1.964 -0.416
C 0.696 1.480 -0.065
C 0.249 -2.765 -4.970
C 0.350 1.073 -5.456
O 1.651 2.137 -0.263
O 0.374 -3.713 -5.591
O 0.527 1.771 -6.340
N 1.147 -0.275 3.818
C 0.176 -0.227 2.896
N -1.052 0.206 3.271
O 0.479 -0.570 1.716
H 0.987 0.077 4.753
H 2.086 -0.537 3.521
H -1.786 0.160 2.560
H -1.288 0.320 4.257
*
```

In elementary charge units, the natural (NBO) charges are: 1.1747 0.7638 -0.2528 0.2042 0.6011 0.4963 0.5059 -0.2207 -0.2631 -0.2501 -0.2433 0.6887 -0.5301 -0.5760 0.4759 0.4954 0.4330 0.4969

Taking the records one at a time from the top gives molecular weight values of 111.0; 325.9; 88.1; 74.1; 520.4 g/mol.
Taking the records one at a time from the top gives DFT total energy values of -1080.9981; -839.1433; -303.7967; -670.6283; -1751.0681 Ha.
Taking the records one at a time from the top gives energy above the lowest of the compared OMol25 structures with the same formula, charge and spin values of 404.9; 151.6; 250.6; 90.7; 0.0 kJ/mol.